No. 1
# C18H27CrN3S4Sb

C18H27CrN3S4Sb as an isolated structure (wB97M-V/def2-TZVPD, the Open Molecules 2025 dataset).

## Properties
Spin multiplicity   1
HOMO-LUMO gap (alpha / beta)   6.716 / 6.715 eV
Charge   +1
Molar mass   587.46 Da

Geometry as XYZ:
```
54
C18H27CrN3S4Sb (wB97M-V/def2-TZVPD)
H -0.197 -0.008 -2.628
H -1.162 -1.475 -2.833
C -4.485 1.725 2.518
C -4.314 0.425 1.712
H -5.286 -0.021 1.493
H -0.450 -0.678 -4.236
C -3.608 0.683 0.380
C 3.723 -1.202 1.995
H -3.073 -0.194 0.022
C -4.508 2.941 1.597
C 0.969 -1.810 -3.070
C 1.300 -4.222 -0.186
H 1.919 -1.956 2.824
Sb 3.231 3.683 -1.118
S 4.469 5.017 -2.330
H -3.194 3.771 0.064
S 1.490 2.186 -2.605
H 1.706 0.285 3.363
H -5.287 2.830 0.839
H 4.082 -0.634 1.138
H 4.067 -0.702 2.900
H -3.754 -0.306 2.295
H -5.395 1.679 3.114
H 3.061 -1.874 -3.644
C 1.502 -1.484 -0.542
C 2.232 -1.165 -3.650
N -0.252 1.509 0.051
C 1.096 -3.684 -1.448
H 1.781 -3.857 1.864
H 4.175 -2.193 1.956
H 1.220 -5.292 -0.042
C 1.544 0.055 2.309
H 2.051 -0.868 -4.683
H -3.657 1.836 3.223
Cr 1.581 1.462 -0.693
H -2.432 3.539 1.647
S 1.574 3.689 0.458
S 3.857 1.515 -0.425
H 0.861 -4.336 -2.279
C 1.190 -2.325 -1.666
H 0.775 -2.703 -3.668
N 1.562 -0.161 -0.757
N -2.637 1.784 0.529
H 0.470 0.048 2.128
C -0.283 -0.936 -3.190
C 1.613 -3.410 0.893
H -4.738 3.852 2.148
C 2.190 -1.293 1.999
C -3.146 3.119 0.938
C 1.730 -2.037 0.761
C -1.383 1.619 0.272
H 2.539 -0.282 -3.094
H 1.998 0.879 1.755
H -4.316 0.976 -0.396
```

No. 2
# C18H27F3N2O5SSbSn

C18H27F3N2O5SSbSn as an isolated structure (wB97M-V/def2-TZVPD, the Open Molecules 2025 dataset).

## Properties
Spin multiplicity   1
HOMO-LUMO gap   8.231 eV
Charge   +1
Molar mass   680.96 Da

Geometry as XYZ:
```
58
C18H27F3N2O5SSbSn (wB97M-V/def2-TZVPD)
N -2.905 1.908 0.729
H 4.625 -0.425 -3.986
H 0.312 -2.001 4.503
H 4.322 -2.004 -4.690
H 1.975 1.327 -3.503
H -4.595 4.583 -0.366
H -1.978 -2.544 2.545
H -1.956 -0.394 4.265
H 5.587 0.885 -2.250
F -6.350 0.250 2.549
F -6.383 -0.533 0.535
C -4.427 3.596 0.037
C -3.915 1.089 1.045
H 4.675 0.219 -0.011
C -0.718 -1.915 4.159
H 0.483 0.623 -2.857
C 1.145 2.429 -1.815
H 0.655 2.225 -0.862
C -5.488 2.761 0.367
Sb 2.564 -0.265 -1.517
C -0.919 -2.568 2.804
C 1.267 -2.081 1.929
C -0.209 -1.260 -0.593
H 1.505 -3.147 1.875
O 2.896 -1.978 0.160
C 1.399 1.143 -2.592
H 1.560 -1.696 2.905
C -0.630 -2.341 0.400
Sn -1.067 0.505 1.703
O -0.749 -0.145 -0.471
H -1.719 -2.390 0.396
H 3.581 1.606 -0.002
C 3.384 -1.754 -2.769
H 2.591 -2.491 -2.879
H 4.396 2.180 -2.397
H 0.488 3.080 -2.392
O 1.773 -0.155 0.612
C -6.393 0.598 1.255
H 2.066 2.979 -1.621
C 4.984 1.597 -1.685
C 4.110 0.902 -0.643
C -3.150 3.127 0.245
N -0.188 -1.868 1.732
O 0.744 -1.547 -1.378
C 2.076 -1.369 0.866
S -3.420 -0.477 1.663
C 3.869 -1.201 -4.107
C -5.244 1.503 0.883
O -1.013 -0.522 4.114
H 5.672 2.288 -1.197
H -2.281 3.734 0.021
H -6.508 3.091 0.228
F -7.572 1.196 1.043
H -0.205 -3.315 0.144
H -0.611 -3.620 2.861
H 4.183 -2.193 -2.175
H 3.052 -0.791 -4.701
H -1.347 -2.430 4.887
```

No. 3
# C18H27N2O5PbSSiTe

C18H27N2O5PbSSiTe as an isolated structure (wB97M-V/def2-TZVPD, the Open Molecules 2025 dataset).

## Properties
Spin multiplicity   1
HOMO-LUMO gap   6.907 eV
Charge   -1
Molar mass   746.38 Da

Geometry as XYZ:
```
56
C18H27N2O5PbSSiTe (wB97M-V/def2-TZVPD)
H -2.216 -4.304 -2.638
N -0.328 -3.351 -0.068
Si 1.786 2.296 1.435
H 2.024 0.168 0.288
C 1.549 3.239 -0.179
H 2.304 2.925 -0.909
H -4.002 3.024 -1.191
C -3.466 -0.799 -2.920
C -5.201 -0.694 -0.763
H 3.804 3.713 1.972
H 0.828 4.092 2.896
C 0.644 3.023 2.744
O 3.769 -4.745 -0.756
H -1.530 5.778 -0.269
C -3.534 3.958 -0.881
H 0.566 3.042 -0.618
C -5.651 -1.195 -1.979
C 3.548 2.650 2.012
C -2.995 -0.320 -1.697
H 2.019 -0.046 2.021
H -6.669 -1.551 -2.083
O 3.035 -3.313 1.234
H 3.688 2.303 3.041
H -2.541 5.635 1.218
O 1.192 -2.338 2.024
H -4.233 4.566 -0.306
H 0.282 -5.286 -2.501
C -0.746 -4.042 -1.104
C -3.892 -0.249 -0.628
C -1.721 5.206 0.641
H 1.660 4.320 -0.036
Te -0.981 0.307 -1.490
H -5.122 -1.598 -4.021
H 4.262 2.107 1.384
N 0.287 -4.692 -1.687
C 1.808 -3.023 1.183
C -2.156 -4.205 -1.553
C -4.779 -1.231 -3.061
H 3.505 -4.204 0.099
C 1.426 -4.420 -0.980
H -2.596 -5.098 -1.102
C 1.025 -3.572 0.025
S -2.152 3.510 0.185
O -2.756 2.887 1.397
H -3.568 0.165 0.321
H -0.815 5.152 1.243
C 2.710 -4.977 -1.475
H -0.413 2.889 2.488
H -5.873 -0.648 0.086
H 0.808 2.520 3.703
O 2.711 -5.623 -2.510
Pb -0.558 -0.561 1.250
H -2.746 -3.344 -1.244
H -3.157 4.493 -1.754
C 1.519 0.490 1.208
H -2.793 -0.850 -3.769
```

No. 4
# C18H27N3O2S

One molecule with the formula C18H27N3O2S (wB97M-V/def2-TZVPD, the Open Molecules 2025 dataset).

## Properties
Spin multiplicity   1
HOMO-LUMO gap   8.552 eV
Charge   0
Molar mass   349.50 Da

Geometry as XYZ:
```
51
C18H27N3O2S (wB97M-V/def2-TZVPD)
H -3.882 2.129 1.994
H 5.807 -0.075 1.276
H -1.708 0.946 1.388
H 4.911 0.184 -1.045
C 0.408 1.138 -0.713
N 1.612 0.399 -0.398
N 2.632 -1.196 0.966
H 5.646 -2.226 -0.119
H 3.224 1.645 0.089
H 0.718 3.141 0.077
H -0.413 0.417 -0.696
N -2.128 1.745 0.933
O -3.790 -2.718 -0.934
C -4.303 0.614 0.552
H -6.193 1.405 1.170
C 0.127 2.254 0.305
H 3.952 2.006 -2.270
C 4.645 -2.352 0.282
H -6.268 -2.534 -0.501
C 2.929 1.726 -2.032
C -4.352 -1.606 -0.386
C 2.924 0.955 -0.715
S 0.070 -1.077 1.185
H 2.342 2.638 -1.966
C -2.394 -2.746 -1.114
H 0.383 1.898 1.304
H 4.714 -2.904 1.216
C -3.565 1.860 0.977
C -5.679 0.562 0.732
C -6.386 -0.564 0.350
H 4.057 -2.936 -0.423
C 3.923 -0.201 -0.796
C 4.778 -0.224 1.593
H 0.476 1.544 -1.719
H -2.578 -0.426 -0.152
H -7.457 -0.600 0.489
H -1.860 -2.600 -0.170
H 4.781 -0.790 2.521
H -2.167 -3.735 -1.508
H 3.603 -0.872 -1.596
H 2.473 -1.917 1.654
C -3.645 -0.469 -0.012
C -5.734 -1.646 -0.204
H 2.545 1.109 -2.840
O -1.777 3.589 -0.327
H 4.329 0.746 1.791
H -2.069 -1.988 -1.836
H -3.826 2.692 0.314
C 1.521 -0.575 0.533
C -1.352 2.618 0.265
C 3.994 -0.985 0.516
```

No. 5
# C18H27N3O5

One molecule with the formula C18H27N3O5 (wB97M-V/def2-TZVPD, the Open Molecules 2025 dataset).

## Properties
Spin multiplicity   1
HOMO-LUMO gap   8.422 eV
Charge   0
Molar mass   365.43 Da

Geometry as XYZ:
```
53
C18H27N3O5 (wB97M-V/def2-TZVPD)
H 4.779 1.865 2.749
H -6.207 1.913 1.557
C 2.726 0.753 -1.556
C 2.734 -1.858 -0.442
C 5.693 1.288 2.870
H -1.281 -2.805 -2.104
C -4.658 -2.662 2.264
H -4.258 -3.671 2.357
N -2.458 -0.991 -0.681
H 1.296 0.326 0.007
H 2.672 1.827 -1.380
H 5.449 0.321 3.303
C -5.206 0.020 1.510
H 6.568 2.085 1.066
H -2.407 -1.901 -0.243
O -3.903 -2.045 1.252
H 6.359 1.822 3.542
H 2.816 -2.941 -0.566
N 1.600 -1.381 -1.213
O 4.384 2.209 0.129
H -3.159 3.843 -1.017
H -3.063 1.521 -1.318
H -0.028 -1.834 0.078
O -1.607 0.299 -2.356
O -4.970 3.168 -0.258
H -5.718 -2.717 1.997
H 7.297 0.543 1.612
H 0.615 0.406 -1.639
H 2.842 0.560 -2.628
C -1.621 -0.734 -1.718
H -4.626 4.788 -1.378
C -4.219 3.783 -1.280
C -4.215 -0.743 0.916
C -3.445 -0.177 -0.114
H -4.326 3.252 -2.231
C -4.672 1.884 0.078
H -4.550 -2.141 3.221
H 4.149 -1.463 -2.012
C 0.381 -2.107 -0.913
C 4.582 1.025 -0.017
N 3.888 0.238 -0.867
H 2.620 -1.637 0.635
H 4.876 -1.525 -0.383
C 1.463 0.058 -1.052
H -5.815 -0.387 2.302
C -0.683 -1.897 -2.004
C 6.367 1.108 1.517
O 5.564 0.340 0.624
C -5.434 1.320 1.096
C 4.013 -1.196 -0.959
C -3.673 1.127 -0.525
H -0.174 -1.708 -2.949
H 0.642 -3.169 -0.883
```

No. 6
# C18H27N3O5

One molecule with the formula C18H27N3O5 (wB97M-V/def2-TZVPD, the Open Molecules 2025 dataset).

## Properties
Spin multiplicity   1
HOMO-LUMO gap   9.425 eV
Charge   0
Molar mass   365.43 Da

Geometry as XYZ:
```
53
C18H27N3O5 (wB97M-V/def2-TZVPD)
H 0.185 1.631 0.457
H -2.584 1.958 0.501
C 2.073 2.354 1.206
C -2.595 0.055 1.542
H -1.350 0.393 -0.844
H 1.416 0.206 -4.257
H 0.308 -4.261 -0.660
C -2.270 -1.018 0.494
H -3.062 -1.768 0.433
C 3.023 1.719 0.172
C -3.308 1.258 0.919
O -0.911 -2.888 0.159
H 0.155 -4.367 1.128
H -3.223 -0.385 2.318
H -4.039 -0.554 -1.861
H 0.762 3.092 -0.355
C 0.690 2.584 0.603
H -4.917 0.031 0.221
C 1.090 -1.618 -1.649
H -3.867 1.788 1.692
C -2.115 -0.386 -0.897
C 1.855 0.724 -1.693
C 1.780 -1.763 -0.395
H -1.777 -1.140 -1.608
H 2.515 3.327 1.451
H 3.707 -0.155 1.701
C 2.557 -0.711 0.111
C 1.938 1.550 2.498
O 0.453 -2.480 -2.225
H 3.262 -1.848 1.568
O 1.870 1.804 -2.242
C 1.554 -2.910 0.462
C -0.982 -1.743 0.824
H 3.174 2.436 -0.640
H 2.904 1.400 2.979
H -4.867 1.620 -0.534
N 3.376 -0.920 1.141
O -0.114 -1.319 1.552
H 1.464 0.587 2.317
H 1.310 2.098 3.197
N 1.251 -0.363 -2.255
N 2.479 0.524 -0.462
C -3.447 0.213 -1.360
C 0.655 -0.148 -3.563
H -3.241 0.997 -2.092
C 0.262 -3.691 0.271
H 3.997 1.496 0.612
H -1.665 0.377 2.016
H -0.135 0.600 -3.496
H 0.084 3.187 1.275
C -4.248 0.791 -0.187
O 2.323 -3.265 1.350
H 0.246 -1.099 -3.895
```

No. 7
# C18H27N4O9PSTeW

C18H27N4O9PSTeW as an isolated structure (wB97M-V/def2-TZVPD, the Open Molecules 2025 dataset).

## Properties
Spin multiplicity   3
HOMO-LUMO gap (alpha / beta)   6.678 / 7.166 eV
Charge   +2
Molar mass   817.91 Da

Geometry as XYZ:
```
62
C18H27N4O9PSTeW (wB97M-V/def2-TZVPD)
H -3.384 5.222 -1.257
C -5.774 0.611 -0.852
H -1.417 -0.446 2.020
H 5.306 -2.993 -0.221
O -2.439 1.262 0.514
H 3.431 -2.977 1.469
H 2.586 -1.929 -1.203
H 5.939 -5.731 1.067
H -4.720 4.155 -1.740
C -0.557 3.597 1.700
C 2.761 -3.836 1.483
H 1.917 -3.697 -0.531
H 2.081 -0.256 -1.438
H -3.979 5.241 -2.915
O 3.248 -5.740 -0.209
H -3.129 2.899 -3.275
C -0.087 4.782 2.251
N -0.922 -3.280 2.334
H 2.386 -3.982 2.496
O 3.595 -6.196 2.233
C 1.605 -3.696 0.508
N 0.094 2.998 0.697
H 5.372 -4.500 -1.152
C 1.216 3.558 0.209
C -0.271 -2.246 1.554
H 2.642 5.131 0.253
C 1.066 5.356 1.742
H -6.461 1.127 -2.821
H 6.810 -3.896 -0.323
C -6.157 0.247 -2.255
H -5.427 -0.226 -0.248
O -0.287 -4.287 2.562
C -0.621 -0.951 1.500
P -3.162 1.355 -0.876
H -6.564 1.132 -0.320
H 5.572 -4.238 1.915
Te -2.009 -0.296 -2.163
C 1.144 -1.246 0.209
W -0.597 1.262 -0.421
H 1.446 6.282 2.152
C 1.827 2.805 -0.936
C -3.779 4.598 -2.057
C -2.779 3.565 -2.486
O 0.951 1.818 -1.384
C 2.303 -1.014 -0.691
O -2.038 -3.020 2.714
N 0.277 -0.305 0.660
C 1.737 4.731 0.690
S 3.702 -5.328 1.098
O 2.887 2.998 -1.419
C 5.729 -4.000 -0.254
O -4.666 1.629 -0.864
O -2.402 2.699 -1.324
H -5.358 -0.267 -2.789
H 3.160 -0.672 -0.106
H -0.632 5.237 3.065
H 0.900 -4.508 0.634
H -1.459 3.114 2.055
H -7.009 -0.432 -2.205
H -1.832 4.002 -2.794
C 5.383 -4.794 0.995
N 0.845 -2.432 0.751
```

No. 8
# C18H27N9

A 9-piece molecular cluster, C18H27N9 overall (wB97M-V/def2-TZVPD, the Open Molecules 2025 dataset).

## Properties
Spin multiplicity   1
HOMO-LUMO gap   11.311 eV
Charge   0
Molar mass   369.48 Da

Geometry as XYZ:
```
54
C18H27N9 (wB97M-V/def2-TZVPD)
C -5.494 3.168 6.629
C -0.187 9.079 11.411
H -13.902 11.766 13.534
H -6.547 7.562 11.104
H -6.769 -0.967 13.409
N -6.112 2.619 5.802
H -7.885 11.984 15.701
H -0.787 8.029 17.773
H -8.185 12.728 17.273
H -13.061 2.215 9.903
N -6.468 14.912 15.911
H -6.551 11.917 16.797
H -5.343 12.173 5.242
C -7.001 6.942 11.878
C -7.417 12.521 16.527
C -13.212 1.225 10.335
N -4.476 9.277 6.300
H -3.873 4.382 7.405
N -15.609 0.082 10.468
H 0.085 6.925 11.396
H -5.415 4.477 8.095
C -12.274 10.761 12.813
H -3.655 11.871 4.488
C -7.545 -0.254 13.689
H -1.522 7.558 11.296
N -8.947 5.173 11.530
H -7.432 7.543 12.678
H -14.349 10.161 12.793
N -3.214 7.698 15.788
C -6.874 13.866 16.193
C -2.080 7.795 16.198
C -4.564 10.255 5.636
H -5.004 11.180 3.815
H -12.583 0.514 9.798
C -4.628 11.484 4.792
C -0.710 8.048 16.686
C -8.914 -0.765 13.711
C -13.618 10.727 13.370
C -14.574 0.593 10.389
C -4.694 3.744 7.734
H -0.506 9.076 16.385
H -13.468 10.296 14.359
N 0.171 10.167 11.647
N -9.986 -1.147 13.756
H -0.105 7.373 16.079
H -4.281 2.944 8.349
H -6.197 6.326 12.283
H -12.738 1.213 11.316
C -0.508 7.712 10.929
N -11.229 10.646 12.383
C -8.109 5.968 11.628
H -7.162 -0.198 14.708
H -7.464 0.708 13.183
H -0.397 7.673 9.845
```

No. 9
# C18H28BBr3INO5PS

An isolated ion of composition C18H28BBr3INO5PS and charge +1 (wB97M-V/def2-TZVPD, the Open Molecules 2025 dataset).

## Properties
Spin multiplicity   1
HOMO-LUMO gap   6.838 eV
Charge   +1
Molar mass   778.89 Da

Geometry as XYZ:
```
59
C18H28BBr3INO5PS (wB97M-V/def2-TZVPD)
C 0.807 -0.462 3.646
C 0.119 -3.100 -0.241
C -0.739 4.589 -2.814
H -2.675 1.270 1.506
H 2.800 -3.753 -1.786
C -2.266 -3.299 -1.264
Br 3.399 -1.477 2.371
Br -3.502 3.614 -3.271
S -1.251 3.284 2.905
Br -3.772 3.105 -0.076
P -1.579 1.417 2.416
H -2.909 -4.039 -1.818
H 3.346 0.829 5.298
H 4.357 -2.032 -2.037
C -1.033 -4.087 -0.710
H -2.514 5.632 -2.145
C 0.984 -0.049 2.159
O -3.031 -2.653 -0.234
H -1.911 -2.527 -2.004
H -0.266 -0.446 3.971
H 4.012 0.405 -1.172
H -4.752 -1.503 -0.318
H 2.858 -1.281 -2.659
H -4.132 -1.988 -1.926
H -1.912 0.649 3.565
H -0.622 -4.791 -1.479
H 0.738 -3.692 0.492
C -2.133 4.068 -0.626
C 3.347 -1.638 -1.724
C -0.050 0.795 1.533
N 2.117 -0.446 1.459
C 2.355 -0.093 0.139
C 2.520 -2.860 -1.167
H 2.711 -3.100 -0.094
H -2.150 5.016 -0.028
H 1.501 2.471 3.909
O -0.914 3.402 -0.252
H 0.677 -3.181 -2.394
C 1.374 0.750 -0.567
C -2.160 4.566 -2.158
C -3.807 -1.632 -0.908
C 3.621 -0.514 -0.651
H -0.035 5.254 -2.248
O 2.602 0.228 5.482
H 4.464 -0.871 -0.011
B 1.562 0.612 4.624
H -0.293 3.563 -2.889
C 0.970 -2.597 -1.477
H -0.287 -2.226 0.342
O 1.149 1.960 4.659
H 1.166 -1.505 3.849
H 0.799 -1.521 -1.730
H -0.832 4.951 -3.871
I 1.723 1.369 -2.611
O -1.353 1.621 -1.633
C -0.820 2.113 -0.686
H -3.244 -0.664 -0.978
H -1.295 -4.697 0.199
C 0.160 1.193 0.136
```